[1]
The following is a quantum chemistry calculation of a structure of composition C35H24CaN3P, from the Open Molecules 2025 dataset.

Computed properties:
* HOMO level: -5.977 eV
* frontier orbital gap: 5.17 eV
* E_LUMO: -0.81 eV

The geometry in ORCA input format:
```
! RIJCOSX wB97M-V def2-TZVPD def2/J DEFGRID3
* xyz 0 1
C 0.717 -1.696 4.758
H -3.326 3.183 -1.887
N -0.585 -2.018 2.772
N -3.582 0.228 5.731
C 3.193 -3.336 -3.845
C -4.470 1.242 -0.241
C -1.629 4.457 -0.453
C 0.548 -2.158 3.463
C 2.010 0.146 1.089
H 5.067 0.889 2.344
H -0.272 -0.691 6.383
C -0.488 2.654 -1.759
Ca -0.896 -2.349 0.317
C -1.599 1.869 -2.481
H 5.751 -0.106 0.189
C -1.350 0.373 -2.107
N -1.743 5.597 -0.359
H 1.536 1.893 -1.048
H 1.369 -2.647 2.951
H 3.656 -4.314 -3.824
C 0.127 0.410 -1.692
H 4.063 -0.928 -1.390
C -2.659 2.411 -1.508
C 2.525 -2.863 -2.727
H -4.521 -1.948 0.893
C -2.669 -0.272 5.246
H 2.657 1.070 2.905
C -1.533 -0.918 4.654
H -0.124 3.551 -2.260
P 1.067 -1.042 -1.219
H 3.770 -2.923 -5.870
C -2.293 0.153 -0.873
C -1.312 2.430 0.825
C 1.931 -1.601 -2.728
H 2.702 -0.694 -5.901
H -1.086 3.174 1.579
H -5.089 2.132 -0.243
C 0.565 1.648 -1.458
H -1.376 1.038 2.328
C -1.494 1.151 1.245
C 2.969 0.614 1.973
H -1.539 -0.300 -2.948
C 3.745 -0.504 -0.446
C -4.107 -1.019 0.504
C -4.921 0.050 0.424
H -5.938 0.002 0.795
H 0.953 0.255 1.312
C -1.494 3.009 -0.577
C 2.658 -1.305 -5.009
H 2.473 -3.485 -1.839
H -1.738 2.046 -3.545
C -2.711 -1.052 0.040
H 1.661 -1.828 5.264
C 2.002 -0.827 -3.882
C 4.702 -0.040 0.448
C -1.621 -0.039 0.441
C -0.351 -1.066 5.372
H -2.510 -1.254 2.754
C 3.257 -2.554 -4.992
C -1.614 -1.397 3.351
C 2.391 -0.421 -0.131
H 1.546 0.156 -3.892
C -3.287 1.247 -0.877
C 4.318 0.517 1.657
*
```

[2]
The following is a quantum chemistry calculation of a structure of composition C35H24Cl2CrF6N4O5P3SSe2, from the Open Molecules 2025 dataset.

Computed properties:
* ⟨S²⟩: 0.76
* HOMO level (spin up / spin down): -2.193 / -2.201 eV
* energy relative to the best compared isomer or geometry (same formula, charge and spin): 3.265 eV
* frontier orbital gap (spin up / spin down): 5.81 / 5.82 eV
* E_LUMO (spin up / spin down): 3.62 / 3.62 eV

The geometry in ORCA input format:
```
! RIJCOSX wB97M-V def2-TZVPD def2/J DEFGRID3
* xyz -2 2
C -1.299 -7.328 0.000
C 1.148 -4.157 2.370
F -3.760 2.591 0.068
C -2.006 -1.727 8.006
H -1.932 -7.626 5.959
H 0.289 -6.569 1.231
C 0.630 -4.841 3.484
C -2.800 -5.680 -0.905
C -1.017 -2.374 1.699
C -3.649 -2.201 6.324
O 1.678 -0.403 -0.570
Se 1.036 -2.963 -0.838
H 1.037 -5.654 5.410
C -2.652 -2.672 5.482
C 1.957 0.235 2.715
P 0.070 -3.628 1.022
C -3.327 -1.729 7.583
C -2.261 -7.112 5.064
H -4.105 -1.353 8.234
H 3.633 5.350 0.054
C -2.748 -5.071 3.895
C -0.995 -5.010 0.533
H -3.487 -5.288 1.902
C 3.222 2.565 1.985
H -2.938 -7.783 -1.305
C 3.745 1.806 3.052
N -2.082 -1.097 3.161
H -1.753 -1.339 8.985
C 3.761 3.767 1.490
C -0.584 -6.335 0.638
Cr 0.061 0.372 0.331
O 0.630 2.024 -0.477
H -2.073 -5.164 5.931
C -2.404 -7.004 -0.778
H -3.342 -7.754 1.919
C 3.297 -4.060 3.448
F -1.614 3.204 -0.339
H -3.655 -5.429 -1.517
C -2.339 -5.733 5.050
H 4.336 -3.763 3.442
C 2.072 2.065 1.329
P -2.382 2.539 0.905
Cl 5.153 4.443 2.265
C 3.214 4.419 0.401
N -0.677 -1.065 1.540
H 4.631 2.134 3.575
C -3.052 -7.191 2.795
H 0.022 -2.194 7.494
P -3.072 -3.282 3.824
O -0.449 -0.400 -1.515
S 0.977 -0.310 -1.932
C 3.106 0.622 3.386
Cl 1.494 4.646 -1.651
C 2.491 -3.752 2.378
N -1.333 -0.352 2.431
C -1.324 -2.668 5.906
H 3.423 -4.989 5.389
H -0.551 -3.032 5.242
H 3.490 0.000 4.181
C 2.784 -4.750 4.550
H -0.405 -5.143 3.480
O 1.365 -1.489 -2.713
F -0.949 2.424 1.721
H -2.572 -8.926 3.957
H -4.673 -2.201 5.978
F -3.125 1.842 2.145
H -0.989 -8.359 0.097
F -2.642 3.992 1.553
N 1.427 0.944 1.719
O 1.329 0.876 -2.645
C -1.926 -2.380 2.780
Se -5.100 -3.032 3.327
C -2.094 -4.682 -0.266
F -2.084 1.021 0.271
C -1.009 -2.201 7.167
H 2.873 -3.211 1.524
H 1.440 -0.677 2.979
C 2.134 3.872 -0.274
C -3.123 -5.813 2.773
C -2.617 -7.846 3.936
H -2.386 -3.644 -0.363
C 1.549 2.652 0.133
C 1.446 -5.129 4.556
*
```

[3]
The following is a quantum chemistry calculation of a structure of composition C35H25BrF16N6O6S2Ti, from the Open Molecules 2025 dataset.

Computed properties:
* HOMO level: -2.802 eV
* energy relative to the best compared isomer or geometry (same formula, charge and spin): 0.000 eV
* frontier orbital gap: 6.86 eV
* E_LUMO: 4.06 eV

The geometry in ORCA input format:
```
! RIJCOSX wB97M-V def2-TZVPD def2/J DEFGRID3
* xyz -2 1
H -1.393 5.638 -1.899
C 0.130 6.179 -3.313
C 1.197 2.368 1.009
F 4.660 2.821 -2.401
F -1.574 -4.408 1.363
C -1.372 -1.192 -3.333
H 3.372 -4.975 4.409
H 2.419 0.058 3.248
F 2.490 1.815 -1.411
C 1.488 6.164 -3.604
F -1.310 1.178 2.357
N -1.059 -1.532 -1.942
H -1.964 -2.272 -0.220
N 1.827 0.171 1.479
O 2.730 -0.550 3.956
C 1.720 -2.103 2.411
O -4.541 -3.257 0.867
H -3.393 -0.094 -1.781
C -2.477 1.523 0.318
C 0.521 3.408 0.573
C 3.194 0.999 -2.200
H 2.604 -0.149 0.896
C -2.280 -1.840 -1.169
H 0.185 -0.636 2.413
C -2.712 -5.086 1.218
F -1.427 -0.950 4.891
C 2.914 -4.173 3.841
H -3.842 -0.774 -0.206
F 3.571 -2.357 -3.561
O -2.254 -1.666 2.123
C -3.000 -0.545 -0.868
H 3.708 -2.614 5.107
H -2.077 -0.368 -3.373
F -2.660 -2.491 5.781
H -0.045 -2.982 -0.872
C 0.042 4.512 0.066
H -0.824 5.001 0.511
F -3.836 2.098 -1.559
C 0.967 -0.986 1.728
H 0.913 -3.620 1.170
C -3.358 2.394 -0.341
H 1.983 -5.487 2.417
C 2.141 -4.462 2.727
C 2.744 -0.335 -2.437
O -5.084 -5.239 2.248
H 2.604 4.660 -0.781
N 1.021 1.039 0.673
C -3.759 3.601 0.196
C -3.295 4.006 1.433
H -0.575 6.578 -4.032
H -2.920 -2.562 -1.690
F -2.559 -6.276 1.816
C 1.260 -2.173 -2.387
F 6.346 1.360 -4.000
S -3.118 -1.998 3.218
F -3.671 5.189 1.946
C 1.915 5.105 -1.488
C -1.997 -2.139 4.674
C 1.548 -3.422 2.023
C 0.556 5.112 -1.190
C -2.062 1.958 1.585
H 1.276 -2.228 -3.482
S -4.184 -4.174 1.916
C -0.331 5.657 -2.115
Br -0.396 1.866 -2.427
H 1.965 2.553 1.757
F -4.587 4.402 -0.495
H 3.438 5.588 -2.915
N -2.024 0.323 -0.208
C 4.353 1.548 -2.701
O -4.119 -1.050 3.615
F -1.031 -3.032 4.459
C -2.444 3.173 2.126
C -0.101 -2.642 -1.900
H -1.794 -2.074 -3.835
H 1.847 6.557 -4.548
H -0.468 -0.867 -3.842
C 2.379 5.623 -2.688
O 0.382 -1.363 0.528
N 1.574 -0.808 -1.946
F -2.894 -5.312 -0.092
Ti -0.133 0.029 -0.616
H 1.986 -2.909 -2.030
C 2.517 -1.822 3.528
C 3.106 -2.859 4.241
C 5.213 0.821 -3.502
F 5.673 -1.251 -4.503
F -2.009 3.533 3.339
N -3.632 -3.503 3.218
C 4.861 -0.483 -3.750
H -0.456 -3.475 -2.523
C 3.699 -1.038 -3.239
*
```

In eV/A, the strongest force on any atom values for the records above are, in order, 0.44; 3.76; 1.62.